No. 1
This record from the OMol25 dataset describes a structure of composition C24H50Br22FGaNO. The level of theory is ωB97M-V/def2-TZVPD.

Geometry (Å):
N (5.8059, 2.1748, 2.5640)
Ga (4.5127, 0.7795, 2.2487)
F (2.9279, 1.6276, 1.8412)
C (5.0515, -0.4286, 0.7036)
C (6.1246, 0.0881, -0.1795)
O (7.0207, -0.5845, -0.6849)
H (6.7327, 1.7706, 2.5360)
H (5.7171, 2.5453, 3.4978)
H (4.2655, -0.0872, 3.5838)
H (5.3751, -1.3969, 1.0725)
H (4.1694, -0.5902, 0.0853)
H (6.1461, 1.1775, -0.3449)
Br (2.6462, -2.5201, 5.6440)
C (1.2924, -2.5414, 4.2494)
C (1.5676, -3.5967, 3.2121)
Br (2.9775, -3.0405, 1.9997)
H (1.2688, -1.5434, 3.8229)
H (0.3554, -2.7440, 4.7613)
H (0.6875, -3.7446, 2.5897)
H (1.8651, -4.5430, 3.6500)
Br (0.2300, -0.0824, -1.6540)
C (1.6324, 1.2630, -1.4937)
C (2.2955, 1.5197, -2.8168)
Br (3.4434, 0.0054, -3.2284)
H (2.3197, 0.8876, -0.7458)
H (1.1449, 2.1523, -1.1052)
H (2.9404, 2.3938, -2.7721)
H (1.5896, 1.6272, -3.6347)
Br (-0.7617, 2.5427, 1.0418)
C (-2.4965, 1.7286, 0.7071)
C (-2.8340, 0.6782, 1.7290)
Br (-1.7777, -0.9263, 1.4735)
H (-2.4468, 1.3316, -0.3014)
H (-3.2234, 2.5362, 0.7523)
H (-3.8747, 0.3811, 1.6316)
H (-2.6470, 1.0158, 2.7427)
Br (-2.7994, 2.7580, 5.0672)
C (-0.9977, 3.4480, 4.7988)
C (0.0401, 2.3793, 5.0080)
Br (0.2692, 1.9630, 6.8982)
H (-0.8816, 4.2823, 5.4810)
H (-0.9670, 3.8013, 3.7710)
H (1.0117, 2.7143, 4.6557)
H (-0.2182, 1.4492, 4.5148)
Br (3.5528, 2.4383, -6.3101)
C (2.7427, 0.7372, -6.7865)
C (1.6658, 0.9024, -7.8224)
Br (0.0454, 1.6634, -7.0514)
H (2.3765, 0.3040, -5.8619)
H (3.5525, 0.1246, -7.1744)
H (1.3755, -0.0652, -8.2239)
H (1.9635, 1.5574, -8.6329)
Br (4.0217, -3.3259, -2.0411)
C (2.3062, -4.1331, -2.4489)
C (1.7031, -4.8135, -1.2511)
Br (2.5680, -6.5131, -0.8557)
H (2.4600, -4.8139, -3.2790)
H (1.6673, -3.3098, -2.7640)
H (0.6591, -5.0551, -1.4356)
H (1.7916, -4.2094, -0.3543)
Br (-6.4969, 1.8251, -8.3206)
C (-4.6877, 2.5216, -8.4968)
C (-3.6828, 1.6968, -7.7408)
Br (-3.7834, 1.9976, -5.8232)
H (-4.7170, 3.5481, -8.1505)
H (-4.4688, 2.5008, -9.5612)
H (-2.6732, 1.9756, -8.0300)
H (-3.8221, 0.6331, -7.8958)
Br (-0.5828, -0.4084, 6.9943)
C (-2.0469, -1.4206, 7.7680)
C (-1.9297, -2.8934, 7.4806)
Br (-2.4183, -3.3145, 5.6445)
H (-2.9667, -1.0014, 7.3757)
H (-1.9932, -1.2427, 8.8393)
H (-2.6206, -3.4587, 8.1010)
H (-0.9198, -3.2602, 7.6279)
Br (-5.7607, 1.2278, 6.4778)
C (-4.4614, 1.1039, 7.9192)
C (-4.9626, 0.2692, 9.0650)
Br (-6.2977, 1.2039, 10.1289)
H (-4.2310, 2.1210, 8.2140)
H (-3.5773, 0.6506, 7.4773)
H (-4.1489, 0.0420, 9.7486)
H (-5.4258, -0.6515, 8.7297)
Br (-6.7100, -0.2517, 2.1446)
C (-6.8314, -2.0024, 2.9825)
C (-5.5244, -2.7486, 2.9510)
Br (-5.1103, -3.4572, 1.1916)
H (-7.6238, -2.5348, 2.4694)
H (-7.1252, -1.8100, 4.0114)
H (-5.5753, -3.6113, 3.6104)
H (-4.6831, -2.1248, 3.2352)
Br (2.3153, 1.7048, -12.0008)
C (4.0786, 2.5156, -12.1475)
C (5.1187, 1.7297, -11.3963)
Br (4.9478, 1.9805, -9.4769)
H (3.9832, 3.5285, -11.7734)
H (4.3061, 2.5370, -13.2101)
H (6.1160, 2.0737, -11.6590)
H (5.0407, 0.6649, -11.5846)

## Properties
energy	-59727.5053	a.u.
gap between HOMO and LUMO	0.2340	Eh
2S+1	1
energy above the lowest of the compared OMol25 structures with the same formula, charge and spin	1.0430	eV
LUMO energy	1.46	eV
net charge	-1

---

No. 2
This record from the OMol25 dataset describes a structure of composition C24H50Br2Cl7FMg2N2O4P2Si2. The level of theory is ωB97M-V/def2-TZVPD.

Geometry (Å):
C (2.0927, 0.9947, 0.2140)
C (0.9677, 1.1717, -0.7993)
O (-0.1652, 1.1739, -0.3727)
N (1.1924, 1.3901, -2.1815)
C (-0.0149, 1.0070, -2.9413)
C (2.4233, 0.7402, -2.6796)
C (3.4276, 1.7640, -3.2657)
C (4.3077, 2.5635, -2.2730)
C (4.0052, 4.0854, -2.1630)
P (3.8137, 4.8840, -3.7974)
C (2.0196, 5.2041, -4.1342)
P (1.6485, 6.9604, -4.5319)
O (0.2635, 7.2863, -4.1546)
O (2.7051, 7.8851, -3.7333)
O (1.9232, 7.1994, -6.0928)
H (1.7392, 0.2534, 0.9291)
H (2.2471, 1.9330, 0.7493)
H (3.0371, 0.6325, -0.1853)
H (-0.8415, 1.7005, -2.8145)
H (0.1911, 0.9520, -4.0104)
H (-0.3711, 0.0162, -2.6512)
H (2.8670, 0.0721, -1.9459)
H (2.1529, 0.1165, -3.5328)
H (2.8646, 2.4053, -3.9502)
H (4.1016, 1.1648, -3.8854)
H (4.1760, 2.1267, -1.2816)
H (5.3662, 2.4540, -2.5043)
H (3.1112, 4.3483, -1.5022)
H (4.8625, 4.5504, -1.6666)
H (4.2662, 3.9991, -4.7878)
H (4.4483, 6.1321, -3.8898)
H (1.3868, 4.9414, -3.2367)
H (1.6960, 4.5840, -4.9738)
H (2.3433, 8.0076, -2.8440)
H (1.1689, 6.8222, -6.5809)
C (2.5522, -6.5455, 4.9059)
Si (1.2438, -5.2073, 4.7944)
C (1.5816, -3.9490, 6.1385)
C (-0.4488, -6.1298, 5.2323)
N (1.1850, -4.5766, 3.2391)
Si (0.1158, -3.3640, 2.7094)
C (0.2910, -1.7230, 3.5907)
C (-1.7116, -3.9054, 2.8335)
C (0.4034, -3.0432, 0.8652)
H (2.5688, -6.9864, 5.9053)
H (2.3697, -7.3437, 4.1857)
H (3.5285, -6.1049, 4.7058)
H (1.7831, -4.4498, 7.0889)
H (0.7402, -3.2734, 6.3036)
H (2.4568, -3.3563, 5.8750)
H (-0.7233, -6.8043, 4.4255)
H (-1.2146, -5.3281, 5.3875)
H (-0.2590, -6.6976, 6.1519)
H (-0.0807, -1.7631, 4.6149)
H (-0.2750, -0.9401, 3.0743)
H (1.3384, -1.4212, 3.6128)
H (-1.8486, -4.9135, 2.4095)
H (-2.3510, -3.1897, 2.2754)
H (-2.0872, -3.9293, 3.8559)
H (0.2730, -3.9550, 0.2618)
H (1.4213, -2.6893, 0.7038)
H (-0.2850, -2.2757, 0.4839)
Br (-1.4915, 0.9591, -6.0734)
C (-0.9205, -0.8554, -6.4949)
C (-1.9637, -1.8648, -6.0928)
Br (-2.0378, -2.1619, -4.1674)
H (0.0378, -1.0031, -6.0064)
H (-0.7829, -0.8787, -7.5734)
H (-1.7394, -2.8363, -6.5270)
H (-2.9643, -1.5623, -6.3828)
Mg (1.1353, 4.5519, -1.2461)
F (-0.1575, 5.7170, -7.7753)
C (-1.4925, 5.7898, -7.4869)
C (-2.3717, 6.2488, -8.4434)
C (-3.7208, 6.3181, -8.1241)
C (-4.1623, 5.9428, -6.8600)
C (-3.2551, 5.4916, -5.9110)
C (-1.9094, 5.4080, -6.2328)
H (-2.0060, 6.5460, -9.4174)
H (-4.4282, 6.6689, -8.8624)
H (-5.2138, 6.0063, -6.6155)
H (-3.5933, 5.2077, -4.9238)
H (-1.1774, 5.0519, -5.5183)
Cl (-2.5471, -6.5058, 6.1272)
C (-4.4850, -4.2719, 8.7608)
Cl (-5.9159, -4.7478, 9.6957)
Cl (-3.4420, -3.1643, 9.6563)
H (-3.9196, -5.1702, 8.5268)
H (-4.8175, -3.7820, 7.8517)
C (-3.0266, -5.1467, 12.9905)
Cl (-4.7402, -5.4975, 13.2125)
Cl (-2.3799, -4.2569, 14.3686)
Cl (-2.1068, -6.6315, 12.7134)
H (-2.9259, -4.5233, 12.1112)
Cl (-7.3015, -4.2606, 11.8589)
Mg (-2.1684, -4.4433, 0.7024)

## Properties
energy	-11485.2507	a.u.
gap between HOMO and LUMO	0.0489	Eh
2S+1	1
LUMO energy	-9.14	eV
net charge	+2

---

No. 3
This record from the OMol25 dataset describes a cluster of 10 separate species, C24H50BrClO36S9Si in total. The level of theory is ωB97M-V/def2-TZVPD.

Geometry (Å):
C (2.4333, -0.3974, -0.1626)
C (1.8840, 0.0582, -1.4994)
Br (3.0636, -0.6953, -2.8961)
C (1.7915, 1.5558, -1.6725)
Si (0.7570, 2.3569, -0.2996)
C (-0.7914, 1.2875, -0.1211)
C (-1.6525, 1.2924, -1.3856)
C (-2.8978, 0.4093, -1.2363)
Cl (-2.7878, -1.0795, -2.2281)
H (2.6889, -1.4535, -0.2330)
H (1.6947, -0.3121, 0.6311)
H (3.3506, 0.1288, 0.0897)
H (0.9147, -0.3974, -1.6788)
H (2.7857, 2.0010, -1.7088)
H (1.3338, 1.7696, -2.6374)
H (1.5208, 2.1762, 0.9488)
H (0.4251, 3.7681, -0.5652)
H (-1.3749, 1.6182, 0.7393)
H (-0.4867, 0.2583, 0.0750)
H (-1.9898, 2.2988, -1.6172)
H (-1.0841, 0.8841, -2.2140)
H (-3.8150, 0.9239, -1.5016)
H (-3.0066, 0.0550, -0.2162)
C (-0.9607, 0.6872, -6.7540)
C (0.0950, 0.1460, -5.8186)
O (0.8847, 1.3070, -5.4858)
S (-0.0410, 2.6008, -5.4590)
O (-0.4261, 2.8951, -4.1261)
O (0.5658, 3.5960, -6.2677)
O (-1.2952, 1.9809, -6.2149)
H (-0.5683, 0.8270, -7.7625)
H (-1.8416, 0.0601, -6.7893)
H (0.7204, -0.6104, -6.2792)
H (-0.3413, -0.2514, -4.9002)
C (3.3019, 3.2479, 4.9921)
C (2.5320, 4.3757, 5.6438)
O (1.8716, 5.0270, 4.5449)
S (1.4964, 3.9518, 3.4243)
O (0.1400, 3.5603, 3.5756)
O (1.9989, 4.4151, 2.1853)
O (2.4205, 2.7697, 3.9604)
H (4.2196, 3.6041, 4.5218)
H (3.5365, 2.4404, 5.6798)
H (3.1721, 5.0838, 6.1606)
H (1.7721, 3.9983, 6.3307)
C (5.8480, -1.6588, 5.4536)
C (5.5480, -0.7619, 4.2719)
O (5.4675, 0.5518, 4.8459)
S (6.4860, 0.6664, 6.0724)
O (7.6743, 1.3016, 5.6365)
O (5.7500, 1.1577, 7.1819)
O (6.7663, -0.8891, 6.2589)
H (4.9571, -1.8533, 6.0477)
H (6.3009, -2.5947, 5.1579)
H (4.6059, -1.0029, 3.7880)
H (6.3535, -0.7767, 3.5350)
C (-4.6147, -3.4190, -6.5713)
C (-3.6941, -4.6184, -6.6355)
O (-2.7893, -4.3094, -7.7123)
S (-2.5300, -2.7395, -7.7580)
O (-1.3197, -2.4413, -7.0747)
O (-2.7563, -2.2789, -9.0774)
O (-3.7406, -2.2983, -6.8245)
H (-5.3701, -3.4493, -7.3500)
H (-5.0925, -3.3018, -5.6061)
H (-4.2200, -5.5427, -6.8532)
H (-3.1138, -4.7333, -5.7183)
C (-2.0270, 2.0313, 5.7887)
C (-2.3478, 1.9064, 4.3155)
O (-1.3001, 1.0666, 3.8005)
S (-0.8668, 0.0066, 4.9029)
O (-1.5231, -1.2292, 4.6843)
O (0.5412, 0.0701, 5.0602)
O (-1.5603, 0.7206, 6.1553)
H (-1.2247, 2.7490, 5.9667)
H (-2.8937, 2.2908, 6.3893)
H (-2.3336, 2.8625, 3.8023)
H (-3.3053, 1.4100, 4.1483)
C (0.1007, -1.0555, 8.5109)
C (0.5138, -2.1318, 7.5343)
O (1.6393, -2.7672, 8.1672)
S (1.4547, -2.7383, 9.7539)
O (0.9529, -3.9919, 10.1923)
O (2.6264, -2.1826, 10.3196)
O (0.2750, -1.6666, 9.8030)
H (0.7528, -0.1824, 8.4491)
H (-0.9327, -0.7490, 8.3838)
H (0.8147, -1.7383, 6.5702)
H (-0.2764, -2.8731, 7.4009)
C (-8.8381, -2.7812, -9.2262)
C (-9.6461, -4.0450, -9.0176)
O (-9.1860, -4.5431, -7.7503)
S (-8.8183, -3.3212, -6.7915)
O (-9.8998, -3.0431, -5.9252)
O (-7.5105, -3.5416, -6.2835)
O (-8.7652, -2.1929, -7.9179)
H (-7.8249, -3.0012, -9.5672)
H (-9.3109, -2.0846, -9.9118)
H (-9.4718, -4.7906, -9.7871)
H (-10.7142, -3.8350, -8.9424)
C (3.8312, -5.3633, 9.1931)
C (4.4847, -6.6884, 8.8551)
O (5.3949, -6.3637, 7.7884)
S (5.9477, -4.8767, 7.9821)
O (7.2270, -4.8907, 8.5843)
O (5.7094, -4.1888, 6.7610)
O (4.8915, -4.4059, 9.0690)
H (3.0561, -5.0875, 8.4765)
H (3.4238, -5.3359, 10.1988)
H (3.7778, -7.4401, 8.5179)
H (5.0595, -7.0760, 9.6981)
C (0.9986, 7.5377, -8.1851)
C (0.7766, 6.0938, -8.5761)
O (-0.4767, 6.1128, -9.2788)
S (-0.6331, 7.4899, -10.0710)
O (-0.2423, 7.3116, -11.4211)
O (-1.8889, 8.0541, -9.7404)
O (0.5306, 8.2872, -9.3174)
H (0.4019, 7.8141, -7.3142)
H (2.0437, 7.7682, -8.0000)
H (0.7193, 5.4292, -7.7203)
H (1.5526, 5.7421, -9.2592)

## Properties
energy	-10560.3386	a.u.
gap between HOMO and LUMO	0.3618	Eh
SMILES	C[C@H](Br)C[SiH2]CCCCl.O=S1(=O)OCCO1.O=S1(=O)OCCO1.O=S1(=O)OCCO1.O=S1(=O)OCCO1.O=S1(=O)OCCO1.O=S1(=O)OCCO1.O=S1(=O)OCCO1.O=S1(=O)OCCO1.O=S1(=O)OCCO1
2S+1	1
LUMO energy	0.08	eV

---

No. 4
This record from the OMol25 dataset describes a cluster of 4 separate species, C24H50Cl2O11P in total. The level of theory is ωB97M-V/def2-TZVPD.

Geometry (Å):
C (-1.1769, -2.2083, -4.2474)
C (-0.8212, -0.8435, -3.4990)
O (-1.7046, -0.0037, -3.1980)
O (0.5666, -0.6080, -3.1277)
C (0.7548, -1.3703, -1.9047)
O (1.3285, -2.4683, -1.9990)
C (0.2127, -0.8771, -0.4855)
P (1.1023, 0.6297, 0.2175)
Cl (1.9146, 0.0571, 2.1007)
C (2.5904, 0.9892, -0.8974)
C (3.1287, 2.5183, -0.7671)
C (4.3595, 2.7000, -1.8243)
Cl (3.9683, 4.0233, -3.0643)
C (-0.0210, 2.1187, 0.4538)
C (-1.5027, 1.7824, 0.9813)
C (-1.6065, 1.4815, 2.5621)
C (-2.1757, 0.0102, 2.9311)
O (-1.7663, -1.0385, 2.0082)
C (-0.9909, -2.0186, 2.6975)
O (-1.3202, -3.2220, 2.6839)
H (-2.2704, -2.4735, -4.0713)
H (-0.9937, -2.1685, -5.3817)
H (-0.5282, -3.0395, -3.8031)
H (-0.9021, -0.6268, -0.5738)
H (0.3450, -1.7368, 0.2565)
H (2.3500, 0.8519, -2.0204)
H (3.4809, 0.2909, -0.6673)
H (3.5583, 2.7415, 0.2653)
H (2.3231, 3.2450, -1.1144)
H (5.3326, 2.9485, -1.2607)
H (4.5411, 1.7527, -2.4386)
H (0.5024, 2.9156, 1.1007)
H (-0.1518, 2.5922, -0.5960)
H (-2.0380, 0.9644, 0.3654)
H (-2.1270, 2.7372, 0.7932)
H (-0.6314, 1.7144, 3.1390)
H (-2.3832, 2.2183, 2.9993)
H (-3.3144, 0.0646, 2.8955)
H (-1.8728, -0.2588, 4.0042)
H (-0.0362, -1.6505, 3.2347)
C (-2.9638, -4.3349, -0.4471)
O (-4.1800, -4.1040, -1.1408)
C (-4.0437, -4.3166, -2.5413)
C (-4.6338, -5.6545, -2.9709)
O (-3.8777, -6.7446, -2.4500)
C (-4.5050, -7.3506, -1.3269)
H (-3.1805, -4.3535, 0.6219)
H (-2.5091, -5.2885, -0.7273)
H (-2.2626, -3.5167, -0.6487)
H (-2.9934, -4.2334, -2.8416)
H (-4.5994, -3.5129, -3.0364)
H (-4.5846, -5.7263, -4.0624)
H (-5.6860, -5.7320, -2.6766)
H (-5.3741, -7.9299, -1.6555)
H (-4.8133, -6.6104, -0.5853)
H (-3.7882, -8.0307, -0.8629)
C (6.6912, 8.8032, -5.9998)
O (5.6828, 8.5177, -5.0392)
C (5.5984, 7.1269, -4.7381)
C (6.2657, 6.8073, -3.4056)
O (7.6776, 6.9952, -3.4743)
C (8.0915, 8.2115, -2.8658)
H (6.8390, 9.8839, -6.0272)
H (7.6418, 8.3284, -5.7439)
H (6.3655, 8.4684, -6.9897)
H (6.0274, 6.5247, -5.5461)
H (4.5333, 6.8818, -4.6660)
H (6.0972, 5.7518, -3.1726)
H (5.8309, 7.4036, -2.5956)
H (8.0163, 8.1257, -1.7766)
H (7.4982, 9.0608, -3.2113)
H (9.1361, 8.3859, -3.1304)
C (-4.2774, -3.2864, 4.8628)
O (-4.3398, -2.3351, 5.9175)
C (-4.8010, -2.9098, 7.1402)
C (-3.6461, -3.1665, 8.1008)
O (-2.7846, -4.1936, 7.6130)
C (-1.5920, -3.6738, 7.0439)
H (-3.7307, -2.8377, 4.0313)
H (-3.7581, -4.1982, 5.1683)
H (-5.2892, -3.5325, 4.5253)
H (-5.3662, -3.8285, 6.9519)
H (-5.4824, -2.1840, 7.5951)
H (-4.0533, -3.5193, 9.0537)
H (-3.0854, -2.2456, 8.2957)
H (-0.9325, -3.3054, 7.8370)
H (-1.7983, -2.8710, 6.3318)
H (-1.0849, -4.4846, 6.5173)

## Properties
energy	-3033.3583	a.u.
gap between HOMO and LUMO	0.2298	Eh
2S+1	1
LUMO energy	-4.36	eV
net charge	+1

---

What is the formula in the second record?
C24H50Br2Cl7FMg2N2O4P2Si2